{
  "formula": "C25H52BNO26P",
  "method": "ωB97M-V/def2-TZVPD",
  "orbital_gap_ha": 0.2997,
  "spin_multiplicity": 1,
  "lumo_ev": -3.78,
  "total_charge": 1,
  "energy_ha": -3360.92185,
  "elements": ["O", "B", "O", "O", "N", "C", "P", "O", "O", "C", "C", "C", "H", "H", "H", "H", "H", "H", "H", "H", "H", "H", "C", "O", "C", "O", "O", "C", "H", "H", "H", "H", "H", "H", "C", "O", "C", "O", "O", "C", "H", "H", "H", "H", "H", "H", "C", "O", "C", "O", "O", "C", "H", "H", "H", "H", "H", "H", "C", "O", "C", "O", "O", "C", "H", "H", "H", "H", "H", "H", "C", "O", "C", "O", "O", "C", "H", "H", "H", "H", "H", "H", "C", "O", "C", "O", "O", "C", "H", "H", "H", "H", "H", "H", "C", "O", "C", "O", "O", "C", "H", "H", "H", "H", "H", "H"],
  "positions_angstrom": [[-0.9919, -1.3842, 1.2814], [-1.4871, -2.3787, 0.5163], [-0.8981, -2.9136, -0.5709], [-2.6918, -3.0189, 1.0490], [-3.8504, -2.7768, 0.3941], [-4.4493, -3.6539, -0.3235], [-3.7286, -5.3923, -0.5619], [-4.0123, -5.9080, 0.9496], [-5.0715, -5.9800, -1.2418], [-5.6803, -3.0223, -0.9198], [-5.3719, -1.5174, -0.7562], [-4.6057, -1.5090, 0.5636], [-0.8433, -0.5579, 0.8083], [-1.3391, -3.0182, -1.4146], [-3.3674, -5.6028, 1.6008], [-4.9069, -6.4303, -2.0775], [-6.5852, -3.3532, -0.4045], [-5.7556, -3.3384, -1.9604], [-4.7411, -1.2031, -1.5913], [-6.2378, -0.8598, -0.7070], [-4.0229, -0.6461, 0.8741], [-5.3279, -1.7259, 1.3593], [-5.9151, 0.0402, 3.7842], [-6.9187, -0.1126, 2.7787], [-8.0705, 0.5490, 3.0040], [-8.3256, 1.2195, 3.9605], [-8.8430, 0.2934, 1.9531], [-10.1512, 0.8935, 1.9720], [-5.0629, -0.5279, 3.4188], [-5.6310, 1.0836, 3.9095], [-6.2260, -0.3600, 4.7475], [-10.0670, 1.9780, 1.9784], [-10.7031, 0.5644, 2.8501], [-10.6345, 0.5532, 1.0616], [5.3320, 0.7671, 1.3879], [4.4498, -0.2461, 0.8602], [3.7487, -0.9100, 1.7692], [3.7626, -0.7272, 2.9583], [2.9525, -1.7707, 1.1226], [2.0380, -2.4701, 1.9700], [5.7744, 1.2454, 0.5199], [4.7709, 1.4874, 1.9798], [6.1093, 0.3213, 2.0043], [1.4196, -1.7610, 2.5169], [2.5565, -3.1241, 2.6685], [1.4314, -3.0629, 1.2899], [1.3691, 1.3600, -0.2453], [0.8796, 1.4386, -1.5887], [-0.3334, 1.9665, -1.7196], [-1.0677, 2.2772, -0.8137], [-0.6100, 2.0685, -3.0169], [-1.8800, 2.6673, -3.3133], [2.3416, 0.8840, -0.3299], [1.4638, 2.3515, 0.1919], [0.7105, 0.7522, 0.3745], [-1.9236, 3.6795, -2.9174], [-2.6889, 2.0790, -2.8832], [-1.9456, 2.6775, -4.3961], [6.2026, 5.5273, -4.0145], [5.4660, 4.4789, -4.6607], [4.5618, 3.8831, -3.8896], [4.3361, 4.1426, -2.7340], [3.9518, 2.9379, -4.6050], [2.9462, 2.2193, -3.8810], [6.8867, 5.9019, -4.7685], [5.5292, 6.3141, -3.6810], [6.7506, 5.1365, -3.1593], [2.1493, 2.8876, -3.5640], [3.3781, 1.7330, -3.0084], [2.5596, 1.4784, -4.5738], [-9.6350, -2.5320, -4.3438], [-10.0787, -2.0964, -3.0488], [-9.3378, -2.5079, -2.0347], [-8.3333, -3.1797, -2.1073], [-9.8613, -2.0370, -0.9019], [-9.1930, -2.5033, 0.2702], [-10.3477, -2.1114, -5.0445], [-8.6327, -2.1592, -4.5453], [-9.6385, -3.6185, -4.3978], [-8.1395, -2.2348, 0.2241], [-9.2996, -3.5828, 0.3682], [-9.6510, -2.0009, 1.1143], [10.1133, 1.3897, 4.9016], [9.0429, 1.0239, 5.7816], [7.8304, 1.1246, 5.2437], [7.5874, 1.4813, 4.1172], [6.9301, 0.7608, 6.1541], [5.5763, 0.8485, 5.6918], [11.0197, 1.2544, 5.4826], [10.1202, 0.7467, 4.0235], [10.0099, 2.4264, 4.5872], [5.4254, 0.2092, 4.8240], [5.3318, 1.8762, 5.4285], [4.9599, 0.5115, 6.5191], [10.7648, 0.5028, -1.1866], [9.9453, 0.7791, -2.3303], [8.7820, 1.3552, -2.0457], [8.3861, 1.6456, -0.9451], [8.1216, 1.5655, -3.1848], [6.8408, 2.1861, -3.0196], [11.6630, 0.0417, -1.5839], [11.0062, 1.4247, -0.6611], [10.2524, -0.1758, -0.5074], [6.9450, 3.1583, -2.5405], [6.1884, 1.5585, -2.4139], [6.4410, 2.2938, -4.0241]]
}

=====

{
  "formula": "C25H52ClF2N4O8PS2",
  "method": "ωB97M-V/def2-TZVPD",
  "orbital_gap_ha": 0.2815,
  "spin_multiplicity": 1,
  "lumo_ev": -0.79,
  "energy_ha": -3602.34957,
  "elements": ["C", "C", "O", "P", "O", "C", "C", "C", "N", "C", "N", "N", "C", "C", "C", "C", "C", "C", "C", "C", "C", "C", "C", "C", "O", "C", "C", "C", "C", "C", "Cl", "O", "C", "C", "H", "H", "H", "H", "H", "H", "H", "H", "H", "H", "H", "H", "H", "H", "H", "H", "H", "H", "H", "H", "H", "H", "H", "H", "H", "H", "H", "H", "H", "H", "H", "H", "H", "H", "H", "H", "H", "H", "H", "H", "H", "H", "H", "H", "H", "H", "H", "H", "H", "H", "H", "H", "N", "S", "O", "O", "F", "S", "O", "O", "F"],
  "positions_angstrom": [[-1.8382, -6.5545, -0.8720], [-3.0638, -5.6887, -0.8441], [-2.9049, -4.7119, 0.2303], [-4.2952, -4.1665, 0.7802], [-4.9804, -5.1424, 1.6236], [-3.9270, -2.7061, 1.7678], [-2.6831, -1.8405, 1.3774], [-2.9543, -0.4013, 1.7803], [-1.7475, 0.4344, 1.9525], [-1.3710, 1.3517, 1.0708], [-2.1769, 2.2950, 0.5897], [-0.0414, 1.2362, 0.7391], [0.4163, -0.0192, 1.3666], [1.9032, -0.2659, 1.5881], [1.9257, -1.7725, 1.7842], [3.1277, -2.5340, 1.2043], [2.5815, -3.0438, -0.1104], [3.4443, -2.5571, -1.2846], [3.4352, -1.0487, -1.6102], [2.2167, -0.1907, -1.6438], [2.7767, 1.2521, -1.7979], [1.7749, 2.3106, -1.3434], [2.5785, 3.3924, -0.5585], [1.7500, 4.2824, 0.3392], [0.9463, 5.1960, -0.3648], [1.6054, 6.4231, -0.6482], [-0.5360, -0.1119, 2.5833], [-0.0449, 0.7945, 3.7340], [-1.1004, 1.2350, 4.7422], [-2.0874, 0.1547, 5.1786], [-1.9417, 2.7155, 4.1663], [-5.2592, -3.7737, -0.4219], [-4.7734, -2.8161, -1.3987], [-5.5031, -3.0829, -2.6926], [-1.9722, -7.3353, -1.6115], [-1.7186, -7.0353, 0.0920], [-0.9574, -5.9735, -1.1098], [-3.9660, -6.2691, -0.6995], [-3.1472, -5.1547, -1.7876], [-4.8045, -2.0803, 1.8824], [-3.6986, -3.1146, 2.7441], [-2.4924, -1.9551, 0.3164], [-1.8522, -2.2755, 1.9171], [-3.5536, 0.0505, 0.9956], [-3.5666, -0.3749, 2.6752], [-1.9210, 2.9149, -0.2573], [-3.0505, 2.4788, 1.0569], [0.4330, 2.0933, 1.0203], [0.0200, -0.7755, 0.6883], [2.2837, 0.2700, 2.4520], [2.5088, 0.0171, 0.7354], [1.7843, -2.0602, 2.8229], [1.0580, -2.1013, 1.2234], [3.3971, -3.3409, 1.8773], [4.0367, -1.9655, 1.0426], [2.5825, -4.1258, -0.1807], [1.5492, -2.7160, -0.1614], [3.2285, -3.1652, -2.1583], [4.4843, -2.7601, -1.0389], [3.9051, -0.9840, -2.5883], [4.1238, -0.5785, -0.9078], [1.5359, -0.4639, -2.4460], [1.6494, -0.2484, -0.7137], [3.0373, 1.4111, -2.8365], [3.6465, 1.2876, -1.1481], [1.3193, 2.7672, -2.2164], [0.9913, 1.8667, -0.7293], [3.0777, 4.0266, -1.2839], [3.3422, 2.8756, 0.0177], [2.4246, 4.8800, 1.0547], [1.1005, 3.6452, 0.9602], [1.4241, 7.1210, 0.1697], [2.6719, 6.2927, -0.7835], [1.2305, 6.8320, -1.5709], [-0.6753, -1.0925, 3.0075], [0.3611, 1.7000, 3.2939], [0.7755, 0.2826, 4.2258], [-0.5650, 1.5614, 5.6221], [-1.8040, -0.8282, 4.8246], [-2.1223, 0.0847, 6.2576], [-3.0836, 0.4027, 4.8394], [-3.7112, -2.9808, -1.5699], [-4.9312, -1.7963, -1.0608], [-5.4367, -4.1388, -2.9168], [-5.0336, -2.5085, -3.4826], [-6.5449, -2.7997, -2.6073], [2.3759, 5.1598, -4.8448], [3.1389, 6.5522, -4.7324], [4.0170, 6.8495, -5.8104], [3.5546, 6.9131, -3.4134], [1.8811, 7.4855, -4.9959], [3.2968, 3.8988, -4.7009], [2.6417, 2.6992, -5.1125], [4.0843, 3.8218, -3.5067], [4.3832, 4.1110, -5.8386]]
}

=====

{
  "formula": "C25H52FNO7S",
  "method": "ωB97M-V/def2-TZVPD",
  "orbital_gap_ha": 0.3244,
  "smiles": "CCCCCCCCCCCCCN(CC(=O)OC(C)=O)S(=O)(=O)F.CCOCC.CCOCC",
  "spin_multiplicity": 1,
  "lumo_ev": -0.98,
  "energy_ha": -2062.78276,
  "elements": ["C", "C", "C", "C", "C", "C", "C", "C", "C", "C", "C", "C", "C", "N", "C", "C", "O", "O", "C", "C", "O", "S", "O", "O", "F", "H", "H", "H", "H", "H", "H", "H", "H", "H", "H", "H", "H", "H", "H", "H", "H", "H", "H", "H", "H", "H", "H", "H", "H", "H", "H", "H", "H", "H", "H", "H", "H", "C", "C", "O", "C", "C", "H", "H", "H", "H", "H", "H", "H", "H", "H", "H", "C", "C", "O", "C", "C", "H", "H", "H", "H", "H", "H", "H", "H", "H", "H"],
  "positions_angstrom": [[0.8591, 0.6235, 3.4945], [2.4146, 0.8185, 3.9843], [3.1242, 2.2138, 3.4975], [2.7757, 2.4167, 1.8904], [3.7837, 3.4520, 1.1117], [3.4994, 3.3454, -0.5228], [1.9378, 3.0137, -0.9035], [1.6439, 1.4153, -1.2245], [0.1215, 1.1724, -1.8732], [-1.0332, 1.5520, -0.7602], [-1.7402, 0.1746, -0.2011], [-2.8736, 0.4276, 0.9617], [-4.2465, 0.9466, 0.1725], [-5.1601, 1.7458, 1.0763], [-5.8598, 2.8204, 0.2474], [-4.8703, 4.0870, -0.1347], [-4.3218, 4.0660, -1.3596], [-4.5424, 5.2119, 0.7748], [-3.2986, 4.9629, 1.5198], [-2.1632, 6.1345, 1.8830], [-3.0057, 3.7308, 2.0131], [-6.4006, 0.7710, 1.8252], [-5.8000, -0.5875, 2.3104], [-7.5558, 0.5967, 0.7825], [-7.0635, 1.6661, 3.1735], [0.1073, 1.4192, 3.9170], [0.7310, 0.5600, 2.3140], [0.4905, -0.4366, 3.8986], [3.0134, -0.1243, 3.5690], [2.4342, 0.7859, 5.1765], [2.7867, 3.1456, 4.1617], [4.3104, 2.1687, 3.5737], [2.9400, 1.3526, 1.3895], [1.6320, 2.7539, 1.8609], [4.9256, 3.1307, 1.2429], [3.7337, 4.5656, 1.5148], [3.7535, 4.4211, -0.9662], [4.2215, 2.5805, -1.0373], [1.7242, 3.5802, -1.9326], [1.1585, 3.4840, -0.1375], [1.6923, 0.7220, -0.2832], [2.4923, 1.0460, -1.9674], [-0.0168, 1.7092, -2.9058], [0.0212, -0.0006, -2.0641], [-1.7937, 2.3323, -1.2191], [-0.4981, 2.0926, 0.1299], [-0.9341, -0.5944, 0.1829], [-2.3053, -0.3219, -1.1267], [-3.1889, -0.5856, 1.4893], [-2.5210, 1.1712, 1.7960], [-4.8837, 0.0284, -0.2419], [-3.8692, 1.5290, -0.7814], [-6.1722, 2.2931, -0.7699], [-6.8635, 3.2021, 0.7545], [-2.1723, 6.3174, 3.0464], [-2.4229, 7.1082, 1.2571], [-1.0780, 5.7227, 1.6313], [-3.1701, -4.5348, -2.4375], [-2.5808, -3.2119, -2.9001], [-1.4707, -2.7800, -2.1170], [-0.3407, -3.6491, -2.0848], [0.2664, -3.9022, -3.4542], [-3.4839, -4.4683, -1.3886], [-4.0385, -4.8006, -3.0493], [-2.4486, -5.3506, -2.5110], [-3.3479, -2.4364, -2.8112], [-2.3047, -3.2517, -3.9578], [-0.6025, -4.5894, -1.5883], [0.4097, -3.1638, -1.4504], [-0.4377, -4.3926, -4.1303], [1.1499, -4.5422, -3.3666], [0.5638, -2.9569, -3.9214], [2.8299, -5.0598, -0.3625], [3.4192, -3.7369, -0.8251], [4.5293, -3.3050, -0.0420], [5.6593, -4.1741, -0.0098], [6.2664, -4.4272, -1.3792], [2.5161, -4.9933, 0.6864], [1.9615, -5.3256, -0.9743], [3.5514, -5.8756, -0.4360], [2.6521, -2.9614, -0.7362], [3.6953, -3.7767, -1.8828], [5.3975, -5.1144, 0.4867], [6.4097, -3.6888, 0.6246], [5.5623, -4.9176, -2.0553], [7.1499, -5.0672, -1.2916], [6.5638, -3.4819, -1.8464]]
}

=====

{
  "formula": "C25H52NO40S11",
  "method": "ωB97M-V/def2-TZVPD",
  "orbital_gap_ha": 0.2866,
  "spin_multiplicity": 1,
  "lumo_ev": 1.47,
  "total_charge": -1,
  "energy_ha": -8427.48902,
  "elements": ["C", "C", "C", "C", "C", "C", "C", "S", "O", "O", "N", "S", "O", "O", "H", "H", "H", "H", "H", "H", "H", "H", "H", "H", "H", "H", "H", "H", "H", "H", "C", "C", "O", "S", "O", "O", "O", "H", "H", "H", "H", "C", "C", "O", "S", "O", "O", "O", "H", "H", "H", "H", "C", "C", "O", "S", "O", "O", "O", "H", "H", "H", "H", "C", "C", "O", "S", "O", "O", "O", "H", "H", "H", "H", "C", "C", "O", "S", "O", "O", "O", "H", "H", "H", "H", "C", "C", "O", "S", "O", "O", "O", "H", "H", "H", "H", "C", "C", "O", "S", "O", "O", "O", "H", "H", "H", "H", "C", "C", "O", "S", "O", "O", "O", "H", "H", "H", "H", "C", "C", "O", "S", "O", "O", "O", "H", "H", "H", "H"],
  "positions_angstrom": [[1.6082, 9.2418, 0.0499], [0.2125, 8.3437, 0.2526], [0.6529, 7.0295, 1.1512], [-0.4767, 5.8423, 1.2003], [0.2523, 4.3381, 1.2043], [-0.2560, 3.3978, -0.0777], [0.9970, 2.5281, -0.7529], [0.7890, 0.7350, -0.2547], [-0.6843, 0.3244, -0.6435], [0.8471, 0.6431, 1.3075], [1.8357, -0.3937, -1.0780], [3.5175, 0.0671, -0.9888], [4.3409, -1.2721, -0.8613], [3.8734, 1.0226, 0.1749], [1.4371, 10.0334, -0.8171], [2.5284, 8.5565, -0.2391], [1.8738, 9.8013, 1.0627], [-0.2714, 8.0500, -0.7850], [-0.5333, 9.0178, 0.8626], [1.6937, 6.6396, 0.7261], [0.8093, 7.3971, 2.2649], [-1.0867, 5.9174, 2.2202], [-1.2920, 5.9228, 0.3467], [1.4090, 4.4761, 1.0563], [0.0280, 3.7435, 2.2134], [-1.1424, 2.7227, 0.2822], [-0.7134, 4.1671, -0.8540], [0.8879, 2.5806, -1.9380], [2.0281, 3.0092, -0.4831], [3.9495, 0.6404, -2.2198], [1.6689, 0.3386, 4.6298], [1.6884, -0.5702, 5.8560], [1.2762, 0.2580, 6.9409], [0.2233, 1.3732, 6.3859], [-1.1171, 0.8988, 6.6496], [0.6887, 2.6805, 6.7868], [0.5279, 1.1787, 4.7961], [2.5588, 0.9754, 4.5970], [1.5929, -0.2275, 3.6976], [2.6785, -0.9911, 6.0468], [0.9609, -1.3826, 5.7561], [6.3737, 3.7980, 1.2813], [6.4019, 4.7655, 0.1012], [5.1518, 5.4495, 0.1493], [4.6840, 5.5893, 1.7056], [5.0644, 6.9032, 2.1748], [3.3427, 5.0676, 1.8282], [5.7232, 4.5033, 2.3370], [5.7785, 2.9092, 1.0481], [7.3773, 3.4924, 1.5887], [6.5239, 4.2521, -0.8556], [7.1980, 5.5083, 0.2195], [-2.4902, -2.3559, -2.3855], [-1.2615, -3.2608, -2.3532], [-1.5781, -4.3510, -3.2158], [-2.5472, -3.8150, -4.4132], [-1.7256, -3.5454, -5.5722], [-3.7227, -4.6532, -4.4594], [-2.9527, -2.3892, -3.7347], [-3.2853, -2.7478, -1.7431], [-2.2556, -1.3303, -2.0881], [-1.0344, -3.6191, -1.3463], [-0.3844, -2.7492, -2.7636], [0.1971, -7.3223, -7.0645], [0.2166, -8.2310, -5.8384], [-0.1956, -7.4028, -4.7535], [-1.2485, -6.2876, -5.3085], [-2.5889, -6.7620, -5.0448], [-0.7831, -4.9803, -4.9076], [-0.9439, -6.4822, -6.8983], [1.0870, -6.6855, -7.0974], [0.1211, -7.8884, -7.9968], [1.2067, -8.6520, -5.6476], [-0.5109, -9.0434, -5.9383], [-3.7216, -1.1031, 4.9422], [-2.4373, -1.6916, 4.3642], [-2.7234, -3.0716, 4.1484], [-4.3021, -3.2328, 3.7713], [-4.4169, -3.3068, 2.3317], [-4.8863, -4.2113, 4.6588], [-4.7849, -1.7492, 4.2442], [-3.8194, -1.3398, 6.0066], [-3.7778, -0.0199, 4.8045], [-1.5855, -1.5753, 5.0384], [-2.1985, -1.2407, 3.3952], [-5.7876, -5.2120, -7.3372], [-6.4658, -4.2910, -6.3265], [-7.6459, -3.8266, -6.9779], [-8.1928, -4.9929, -7.9784], [-9.2361, -5.7228, -7.2929], [-8.3654, -4.4224, -9.2941], [-6.8476, -5.9140, -7.9844], [-5.2480, -4.6356, -8.0956], [-5.1007, -5.9153, -6.8589], [-5.8299, -3.4514, -6.0359], [-6.7696, -4.8440, -5.4314], [-7.7406, -5.9186, 0.1436], [-7.9836, -6.7921, 1.3715], [-6.9647, -6.4244, 2.2985], [-6.6085, -4.8457, 2.0958], [-7.3435, -4.0868, 3.0832], [-5.1819, -4.7196, 1.9080], [-7.3416, -4.6473, 0.6531], [-6.9212, -6.3139, -0.4654], [-8.6365, -5.8174, -0.4749], [-7.9288, -7.8588, 1.1413], [-8.9531, -6.5681, 1.8288], [8.3728, 10.2190, 3.0200], [7.4107, 11.2608, 2.4555], [6.8780, 10.6736, 1.2705], [6.7912, 9.0574, 1.4730], [5.4410, 8.7242, 1.8690], [7.4665, 8.4213, 0.3658], [7.7467, 8.9578, 2.7902], [9.3256, 10.2294, 2.4811], [8.5580, 10.3637, 4.0878], [7.9080, 12.2065, 2.2273], [6.5795, 11.4440, 3.1446], [3.0119, -3.3956, 0.9122], [3.7535, -4.6653, 0.5027], [3.9428, -5.3939, 1.7136], [2.6866, -5.0989, 2.7113], [1.7387, -6.1824, 2.5757], [3.2081, -4.6642, 3.9863], [2.0917, -3.8012, 1.9240], [3.6974, -2.6624, 1.3493], [2.4796, -2.9398, 0.0731], [4.7137, -4.4519, 0.0270], [3.1435, -5.2789, -0.1686]]
}

=====

Per-record HOMO, Ha: -0.4385 -0.3105 -0.3603 -0.2324